Record 1
The following is a quantum chemistry calculation of C49H54IrN3O2SbTe as an isolated structure at a distorted geometry, from OMol25.

Computed properties:
Lowest unoccupied orbital energy (spin up / spin down): -2.77 / -4.71 eV
2S+1: 5
E: -2826.5568 Ha
HOMO-LUMO gap (spin up / spin down): 6.30 / 5.71 eV
Charge: +1
HOMO (spin up / spin down): -9.068 / -10.415 eV

```
111
Properties=species:S:1:pos:R:3:forces:R:3:mulliken_spin:R:1
Ir -0.62178 -0.14227 -0.50186 0.2 -0.1 -0.1 1.8653
C -3.24116 -1.96591 2.85647 0.5 1.6 -1.3 -0.0165
C -2.08886 -1.60691 2.11152 1.8 -1.8 0.8 0.0209
N -1.97043 -0.54727 1.37492 -1.2 0.4 -0.1 0.1344
C -3.09025 0.26236 1.24282 0.3 -1.3 0.9 0.0017
C -4.28746 0.02657 1.97404 1.3 -0.9 -0.4 -0.0414
C -4.30501 -1.14624 2.77766 -1.4 1.0 1.2 0.0177
C -5.38184 0.87662 1.81365 0.8 -0.4 0.2 0.1107
C -5.28045 1.87802 0.92918 0.2 1.4 -1.7 -0.0442
C -4.09749 2.15786 0.21771 0.3 -0.9 0.0 0.1585
C -2.97731 1.34719 0.37781 0.4 2.3 0.0 -0.0272
N -1.70578 1.63136 -0.16556 -0.5 0.4 0.3 0.6448
C -1.26692 2.91524 -0.43103 -0.7 -0.7 -0.9 0.0580
C -1.82550 4.10362 -0.02876 -1.1 0.9 0.6 0.1983
C -1.45541 5.37747 -0.53086 1.2 -1.7 -0.3 -0.0507
C -0.40088 5.46508 -1.40267 -0.5 -0.6 0.3 0.1734
C 0.23840 4.27630 -1.81802 1.6 0.9 -0.5 -0.0328
C 1.43431 4.29604 -2.61974 -1.4 0.4 0.2 0.0229
C 2.09430 3.16423 -2.97087 -1.0 0.0 -0.1 -0.0228
C 1.50068 1.97356 -2.52720 0.2 -0.6 0.4 -0.0010
N 0.46331 1.96891 -1.71614 0.9 -3.0 -0.5 0.1096
C -0.18396 3.04246 -1.35269 0.1 0.6 0.3 -0.0368
H -3.26252 -2.77213 3.50120 0.2 -1.7 1.0 -0.0001
H -1.15460 -2.26819 2.20505 -1.6 1.0 -0.3 0.0119
H -5.17275 -1.27191 3.46783 0.6 -0.2 -0.8 -0.0006
H -6.25272 0.74395 2.38538 -1.1 -0.3 0.6 0.0026
H -6.13135 2.47087 0.65452 -0.4 0.3 0.3 0.0007
H -4.04894 2.92626 -0.53027 -0.2 0.3 -0.1 0.0009
H -2.62061 4.06026 0.70172 0.0 0.1 0.1 -0.0098
H -1.93610 6.24974 -0.21229 -0.7 1.0 0.6 0.0019
H -0.02263 6.40280 -1.72992 0.1 0.7 -0.3 0.0046
H 1.73159 5.21773 -3.07560 0.2 0.6 0.2 0.0006
H 2.89273 3.27250 -3.67472 0.5 -0.5 -0.1 0.0002
H 1.86694 0.97293 -2.78514 0.1 0.5 0.0 0.0143
Te 0.20889 -2.71833 -0.66519 0.9 0.1 -0.2 0.0442
C 2.27920 -2.99279 -1.17320 -0.2 1.1 -0.1 -0.0126
C 3.00759 -3.92308 -0.45002 -0.9 0.5 0.2 0.0024
C 4.36896 -4.04099 -0.59663 -0.5 -0.3 -1.5 0.0003
C 4.92630 -3.37189 -1.66990 1.9 1.1 0.2 0.0009
C 4.24452 -2.36531 -2.37937 1.6 -0.8 -0.6 0.0016
C 2.91664 -2.15336 -2.11761 0.7 -2.1 1.6 0.0036
C -0.40534 -3.51809 -2.48989 -0.6 0.0 -0.7 -0.0079
C -0.32259 -2.81418 -3.71111 0.6 0.6 0.2 -0.0017
C -0.88523 -3.32630 -4.87235 0.0 -1.0 -0.1 0.0003
C -1.45599 -4.62916 -4.84622 0.3 0.5 0.4 0.0004
C -1.45275 -5.35538 -3.64737 -0.4 1.8 -0.1 0.0006
C -1.01237 -4.76599 -2.43332 -0.3 -0.2 -1.4 0.0004
H 2.50346 -4.56136 0.24306 -0.3 -0.2 0.5 0.0031
H 4.85313 -4.80544 -0.03473 0.7 -0.2 0.3 -0.0003
H 6.01306 -3.46653 -1.86966 -0.8 -0.2 0.1 0.0000
H 4.84140 -1.82938 -3.17288 -1.1 -0.4 1.0 0.0001
H 2.45941 -1.41047 -2.64605 -1.7 1.8 -1.1 -0.0010
H 0.19667 -1.82671 -3.75708 -0.7 -0.9 0.2 0.0029
H -0.85060 -2.73905 -5.79804 -0.1 -0.3 0.4 0.0001
H -1.97055 -5.07155 -5.72204 0.6 0.5 0.6 0.0000
H -2.05766 -6.22597 -3.68043 0.0 -1.0 0.4 0.0000
H -1.22813 -5.25182 -1.49157 0.2 -0.1 0.0 -0.0006
O -1.54887 -0.23990 -2.56131 -0.1 0.6 0.3 0.1814
C -2.65409 -0.79336 -2.27686 0.2 -1.2 -1.9 0.0081
O -2.92357 -1.28250 -1.16814 0.6 0.5 1.0 0.1019
C -3.60580 -1.09465 -3.41395 0.9 0.8 -0.7 0.0429
C -3.37537 -0.78712 -4.77747 0.4 0.5 0.1 0.0033
C -4.30235 -1.17214 -5.74382 1.5 1.1 0.3 0.0000
C -5.44545 -1.81789 -5.40391 0.1 -0.6 2.0 -0.0010
C -5.69789 -2.08443 -4.03920 1.4 0.6 -0.7 0.0004
C -4.74983 -1.74694 -3.03622 -1.6 -0.5 -1.8 0.0001
H -2.49846 -0.21994 -5.16563 -0.6 -0.5 0.9 0.0026
H -4.11043 -0.87803 -6.75938 0.1 -0.2 -0.4 0.0001
H -6.03497 -2.19085 -6.19835 -1.1 -0.2 -0.4 -0.0001
H -6.62174 -2.54897 -3.85848 -0.9 -0.7 0.8 0.0001
H -4.83465 -1.99012 -1.99658 -0.5 -0.1 0.3 0.0022
C 0.55107 -0.22087 4.96245 -2.2 1.0 -0.5 0.0104
C 1.65204 -0.57737 4.03769 1.0 -1.1 -1.1 0.0363
C 2.95048 -0.43751 4.81325 1.2 -1.4 -0.3 0.0071
C 1.44314 -2.05647 3.64373 -0.7 0.7 1.8 0.0018
Sb 1.62516 0.51809 2.13145 -0.3 0.0 -0.1 0.2629
C 3.69641 0.66215 1.41233 -0.2 1.5 -0.7 0.0227
C 4.19730 -0.71771 1.21582 1.0 -1.5 -0.3 -0.0051
C 4.60266 1.49504 2.30552 0.7 1.0 -0.9 0.0053
C 3.57580 1.35043 -0.02270 0.7 -1.2 2.6 0.0269
C 1.15070 2.51172 2.86522 0.4 0.7 -1.8 -0.0105
C -0.37892 2.44365 3.09994 1.6 0.1 1.1 0.0322
C 1.50562 3.49883 1.67038 -1.9 -0.9 0.1 0.0122
C 1.82714 3.05124 4.09077 0.1 -0.3 0.2 0.0021
H 0.37632 -0.91649 5.74519 0.6 -1.0 0.9 0.0005
H -0.48813 -0.16577 4.55329 0.8 0.1 -0.4 -0.0006
H 0.74864 0.71756 5.42631 0.0 0.8 0.5 0.0002
H 2.72247 -1.08240 5.65644 0.2 0.6 1.1 0.0004
H 3.29964 0.58241 5.02704 -0.4 -0.4 0.3 -0.0013
H 3.83244 -1.03414 4.43671 -0.8 0.9 -0.5 0.0011
H 1.33902 -2.68112 4.57614 0.1 0.4 -0.9 -0.0003
H 2.23424 -2.42144 3.05723 1.1 -0.7 -0.9 0.0006
H 0.52061 -2.07622 3.09174 -0.4 -0.5 -0.2 -0.0040
H 4.18316 -1.33229 2.09640 0.5 0.0 1.1 -0.0007
H 5.23278 -0.80628 0.76823 -1.0 0.3 0.3 0.0005
H 3.51976 -1.33364 0.63941 -0.2 0.2 -1.0 0.0036
H 4.89736 0.97876 3.18325 0.2 -0.6 1.0 -0.0001
H 4.23938 2.49578 2.62290 -0.1 -0.7 -0.4 0.0003
H 5.55004 1.69212 1.74877 -0.4 -0.1 0.3 0.0004
H 2.94762 0.66315 -0.55873 -0.6 0.4 -0.8 -0.0120
H 4.56963 1.38084 -0.46184 0.1 0.0 -0.1 0.0011
H 3.23481 2.34140 0.20840 -0.5 0.4 -0.9 0.0009
H -0.92637 1.98717 2.31927 -0.5 -0.6 -0.9 -0.0188
H -0.71349 3.44393 3.23037 -0.6 1.1 0.1 -0.0024
H -0.55158 1.92729 4.05350 -0.2 0.0 -0.4 -0.0002
H 1.16386 2.98996 0.74491 -0.2 0.8 0.3 -0.0208
H 2.54447 3.66126 1.47501 0.8 0.2 0.5 -0.0004
H 1.00155 4.49411 1.82618 0.3 -0.9 -0.3 -0.0009
H 1.39818 2.52544 4.93407 0.3 0.2 0.6 0.0013
H 1.59370 4.11190 4.13941 -0.2 0.2 0.4 0.0003
H 2.91721 2.98638 4.09732 -0.2 -0.2 0.0 -0.0016
```
Positions in Å, forces in eV/Å.



Record 2
The following is a quantum chemistry calculation of C49H55AsBF4MnN8S4 as an isolated structure at a distorted geometry, from OMol25.

Computed properties:
Lowest unoccupied orbital energy (spin up / spin down): -9.05 / -8.07 eV
2S+1: 4
E: -7741.2563 Ha
Energy above the lowest of the compared OMol25 structures with the same formula, charge and spin: 10.4 kcal/mol
HOMO-LUMO gap (spin up / spin down): 5.93 / 6.93 eV
Charge: +3
HOMO (spin up / spin down): -14.979 / -14.996 eV

```
123
Properties=species:S:1:pos:R:3:forces:R:3:mulliken_spin:R:1
Mn -0.22734 0.58770 -1.34695 0.3 -1.1 -0.3 2.9667
N 1.06832 -0.22631 -0.31008 1.0 -0.9 0.6 0.1115
S 1.67790 -0.83392 0.90906 -0.8 0.4 -0.9 -0.0277
N 0.75686 -0.91087 2.26439 0.1 0.0 0.4 0.0106
S -0.34455 -2.00795 2.47185 -0.1 0.2 -0.4 0.0051
N -1.33508 -2.23594 1.28955 -0.1 -0.3 -0.2 0.0113
S -2.26941 -1.13011 0.53023 0.7 1.0 0.0 -0.0334
N -1.60978 -0.05227 -0.28127 -1.1 -0.3 0.5 0.0787
C -3.43872 -2.19840 -0.32344 0.4 0.1 0.4 0.0349
C -4.29161 -1.61758 -1.24536 0.1 0.3 0.0 0.0030
C -5.24768 -2.40737 -1.86392 0.1 0.1 0.1 0.0003
C -5.34177 -3.75539 -1.55012 0.0 0.0 0.0 0.0000
C -4.48692 -4.32018 -0.61673 0.1 0.1 0.0 0.0008
C -3.52517 -3.54046 0.00474 0.1 -0.1 0.1 -0.0012
C -3.19867 -0.31256 1.83906 -0.1 -0.1 -0.4 0.0014
C -4.37952 -0.85138 2.31659 -0.1 -0.1 -0.1 -0.0037
C -5.05645 -0.19229 3.33021 0.0 0.0 0.0 0.0001
C -4.54639 0.98287 3.86071 0.0 -0.1 -0.1 0.0000
C -3.35919 1.51224 3.37480 0.0 -0.1 0.0 -0.0001
C -2.68006 0.86293 2.35779 0.2 0.1 -0.2 0.0173
C -1.22691 -1.58486 3.96989 0.3 -0.1 -0.1 -0.0011
C -0.81214 -0.59013 4.83676 0.2 0.0 -0.1 -0.0013
C -1.54401 -0.36837 5.99280 0.0 0.0 0.0 0.0000
C -2.66103 -1.14190 6.26974 0.1 0.0 0.0 0.0001
C -3.06309 -2.14061 5.39360 0.2 0.0 0.0 0.0001
C -2.34391 -2.36414 4.23365 0.1 -0.2 -0.1 0.0013
C 0.35749 -3.62652 2.78232 -0.3 0.0 0.0 -0.0003
C 1.15417 -3.78432 3.90774 0.0 0.2 0.1 0.0000
C 1.68005 -5.03620 4.18479 -0.1 0.2 0.0 0.0002
C 1.40008 -6.10704 3.34728 -0.1 0.0 -0.1 -0.0001
C 0.60173 -5.93358 2.22650 0.0 0.1 0.1 0.0001
C 0.07397 -4.68537 1.93800 -0.2 0.1 -0.1 0.0011
C 3.08554 0.15239 1.44632 -0.3 -0.4 0.2 0.0217
C 4.14582 0.25552 0.55708 -0.1 -0.1 -0.2 -0.0035
C 5.24287 1.02822 0.90429 -0.1 -0.1 0.0 0.0015
C 5.26696 1.68866 2.12504 -0.1 0.0 0.1 0.0011
C 4.19714 1.58082 3.00102 0.0 0.0 0.0 -0.0002
C 3.09766 0.80523 2.66501 -0.2 -0.1 0.1 -0.0045
C 2.29646 -2.49874 0.62061 0.1 0.5 0.0 0.0270
C 3.25287 -3.00106 1.48650 0.1 0.0 0.1 -0.0026
C 3.73674 -4.28102 1.27166 0.0 0.1 0.0 0.0009
C 3.25936 -5.03438 0.20880 0.0 0.1 -0.1 0.0005
C 2.29647 -4.51687 -0.64398 0.0 0.1 0.0 0.0007
C 1.80451 -3.23659 -0.44115 -0.1 0.3 -0.2 0.0073
H -4.18929 -0.56464 -1.47012 -0.1 0.0 -0.1 0.0004
H -5.92247 -1.97062 -2.58421 0.0 0.0 -0.1 0.0000
H -6.08297 -4.36980 -2.03652 -0.1 0.0 0.0 -0.0001
H -4.57237 -5.36561 -0.36734 0.0 -0.1 0.0 0.0002
H -2.84527 -3.95557 0.72887 0.0 -0.1 0.1 0.0005
H -4.77454 -1.76545 1.90312 -0.1 -0.1 -0.1 0.0005
H -5.98516 -0.59540 3.70212 -0.1 -0.1 0.0 -0.0002
H -5.07709 1.48699 4.65229 -0.1 0.1 0.1 0.0000
H -2.96995 2.43319 3.78246 0.1 0.1 0.0 0.0000
H -1.76315 1.26191 1.94638 0.1 0.1 0.0 0.0001
H 0.06657 -0.01254 4.60373 0.1 0.2 0.0 0.0005
H -1.23761 0.39975 6.68585 0.1 0.1 0.0 0.0000
H -3.21816 -0.97420 7.17752 -0.1 0.0 0.1 0.0000
H -3.92502 -2.74869 5.61992 -0.1 0.0 0.0 0.0000
H -2.63185 -3.13256 3.53206 -0.1 -0.2 0.0 0.0000
H 1.34935 -2.94384 4.55688 0.1 0.1 0.1 0.0001
H 2.29892 -5.17900 5.05798 0.0 0.0 0.1 0.0000
H 1.80032 -7.08351 3.57238 0.0 -0.1 0.0 0.0000
H 0.37898 -6.76729 1.57940 0.0 -0.1 -0.1 0.0001
H -0.55209 -4.51998 1.07619 0.0 -0.1 -0.1 0.0000
H 4.11340 -0.27891 -0.38024 0.1 0.0 -0.2 -0.0021
H 6.08022 1.10499 0.22841 0.1 0.0 -0.1 0.0001
H 6.12952 2.27321 2.40429 0.1 0.1 0.0 0.0000
H 4.22055 2.08995 3.95179 0.0 0.0 0.1 0.0000
H 2.26368 0.68318 3.33667 0.0 0.1 0.1 0.0023
H 3.61789 -2.39594 2.30384 0.1 0.0 0.1 0.0002
H 4.49586 -4.68505 1.92205 0.1 0.0 0.1 -0.0002
H 3.64674 -6.02706 0.04111 0.1 -0.1 0.0 0.0000
H 1.93764 -5.10333 -1.47444 -0.1 -0.1 -0.1 0.0001
H 1.05962 -2.80317 -1.09224 -0.1 0.0 -0.2 0.0097
C 3.43494 2.35287 -5.30998 0.6 0.4 0.2 -0.0010
N 2.16150 1.74938 -5.58970 -0.8 -0.5 0.4 -0.0008
C 1.65474 1.51124 -6.84050 -0.7 -0.3 -0.4 0.0013
C 0.44024 0.93086 -6.68860 0.4 0.2 -0.5 0.0007
N 0.21005 0.82552 -5.33982 0.5 0.2 0.2 0.0020
C 1.27489 1.31501 -4.67429 -0.4 -0.1 0.1 0.0033
S 1.52276 1.48084 -2.98550 -0.1 -0.2 0.8 -0.1391
H 3.38524 3.43311 -5.45178 0.0 0.0 0.0 0.0006
H 4.19079 1.94752 -5.98034 -0.1 0.0 0.0 -0.0002
H 3.70998 2.13840 -4.27912 0.0 0.0 -0.1 0.0009
H 2.19593 1.75565 -7.73058 0.1 0.1 -0.2 -0.0001
H -0.25700 0.58436 -7.42425 -0.1 -0.1 -0.1 -0.0001
H -0.59088 0.36450 -4.92602 0.2 -0.1 0.1 0.0067
N 0.22982 2.23369 -0.45059 0.3 0.8 0.3 -0.0230
C 0.95176 3.15820 -0.44017 -0.7 -0.7 -0.1 0.0059
N 1.69930 4.18927 -0.39678 -0.1 0.0 0.1 0.0067
C 3.11692 4.09718 -0.05201 1.0 -0.2 0.0 -0.0003
C 3.97357 4.60476 -1.21417 -0.1 0.2 0.2 0.0005
C 3.54901 6.01566 -1.61497 0.0 -0.2 -0.2 0.0004
C 2.07249 5.99946 -1.99941 0.1 0.1 0.2 0.0002
C 1.22668 5.50509 -0.82676 -0.3 0.7 -0.6 0.0002
H 3.36103 3.05796 0.17718 -0.1 0.1 0.1 0.0003
H 3.29468 4.70799 0.83889 -0.1 -0.1 0.0 0.0008
H 3.85206 3.93299 -2.06723 0.0 -0.1 0.0 0.0000
H 5.02319 4.59617 -0.91782 0.0 -0.1 0.1 -0.0002
H 4.14773 6.36080 -2.45952 0.0 0.0 0.1 0.0001
H 3.71671 6.70833 -0.78655 0.0 0.0 0.0 -0.0001
H 1.92827 5.33219 -2.85263 -0.1 0.0 -0.1 -0.0004
H 1.74015 6.99582 -2.29006 -0.1 0.0 0.0 0.0000
H 0.17394 5.43607 -1.10712 0.0 -0.1 0.1 0.0001
H 1.31742 6.19668 0.01614 0.0 -0.1 0.0 0.0003
F -2.18676 -0.69999 -3.73203 -0.6 0.4 -0.4 -0.0071
B -1.29805 -1.72065 -3.49448 -0.1 0.7 0.4 0.0128
F -0.34345 -0.95047 -2.44244 0.4 -0.1 -0.1 -0.0168
F -1.78189 -2.75773 -2.81800 -0.2 -0.6 0.4 -0.0016
F -0.50844 -1.95820 -4.54045 0.6 -0.3 -0.6 0.0010
C -3.72733 1.74844 -3.31334 0.0 -0.5 0.0 -0.0132
As -1.98124 2.06102 -2.46874 -0.7 1.6 -0.6 -0.0478
C -2.68183 3.29011 -1.11113 0.2 -0.2 0.2 -0.0053
C -1.26954 3.39406 -3.75138 0.1 -0.2 0.1 -0.0161
H -4.02875 2.68929 -3.78676 0.2 -0.1 0.2 -0.0039
H -4.44308 1.49681 -2.52699 0.1 0.1 -0.1 0.0003
H -3.72075 0.95348 -4.05623 0.1 0.1 0.1 -0.0021
H -3.42222 3.95003 -1.57175 0.1 -0.2 -0.1 -0.0043
H -1.89350 3.89231 -0.66454 0.0 0.0 0.0 0.0010
H -3.16521 2.71577 -0.32040 0.0 0.0 0.0 0.0007
H -1.83469 4.32301 -3.64990 -0.1 -0.2 0.1 -0.0039
H -1.38458 3.04156 -4.77969 0.0 -0.1 0.2 -0.0008
H -0.21243 3.59070 -3.56333 -0.1 0.0 0.0 0.0040
```
Positions in Å, forces in eV/Å.